Record 1
106
Properties=species:S:1:pos:R:3:forces:R:3:mulliken_charge:R:1 method="wB97M-V/def2-TZVPD" total_charge=0 multiplicity=1 lumo_energy_ev=0.05 orbital_gap_ev=8.664
Bi 0.015 -0.490 1.764 0.0 -0.2 0.0 1.9917
C -0.589 4.312 4.221 0.0 0.0 -0.1 -1.1021
N -0.745 4.134 2.784 0.0 0.0 0.1 0.2214
C -0.269 5.195 1.904 0.0 0.0 0.0 -0.9363
C -1.227 2.974 2.306 0.1 -0.1 0.0 0.8867
O -1.631 2.048 2.998 0.0 0.0 0.0 -0.7685
C -1.229 2.821 0.789 -0.1 0.0 0.0 -1.0927
O -1.710 1.553 0.416 0.1 -0.2 0.0 0.2218
C -3.095 1.367 0.565 0.0 0.0 -0.2 -1.5892
C -3.391 0.122 1.378 -0.2 -0.1 0.0 0.2113
O -2.504 -0.674 1.685 0.3 0.1 0.1 -0.2918
N -4.673 -0.120 1.675 0.0 0.0 0.0 0.5056
C -5.764 0.747 1.261 0.0 0.0 0.1 -1.0965
C -5.019 -1.285 2.482 0.0 0.0 0.0 -1.0569
H -1.128 5.201 4.549 0.0 0.0 0.0 0.3889
H 0.468 4.417 4.471 0.0 0.0 0.0 0.3409
H -0.983 3.436 4.727 0.0 0.0 0.0 0.2874
H 0.082 6.016 2.523 0.0 0.0 0.0 0.3849
H -1.067 5.576 1.264 0.0 0.0 0.0 0.3125
H 0.560 4.867 1.278 0.1 0.0 0.0 0.2821
H -0.210 2.885 0.401 0.0 0.1 0.1 -0.1639
H -1.815 3.617 0.316 0.0 0.0 0.0 0.7003
H -3.522 1.205 -0.433 0.0 0.1 0.0 0.3745
H -3.577 2.237 1.015 0.0 0.0 0.0 0.7554
H -5.597 1.153 0.266 0.0 0.0 0.0 0.4347
H -5.918 1.569 1.965 0.0 0.0 0.0 0.2447
H -6.676 0.154 1.227 0.0 0.0 0.0 0.3734
H -4.112 -1.774 2.826 0.0 0.0 0.0 0.2032
H -5.612 -1.987 1.891 0.0 0.0 0.0 0.3646
H -5.604 -0.967 3.346 0.0 0.0 0.0 0.4232
O -1.642 -2.733 3.827 0.0 -0.1 0.1 -0.6615
C -1.152 -3.090 2.778 0.0 0.0 -0.2 0.2035
O -0.012 -2.692 2.267 0.0 0.2 0.1 -0.6685
C -1.884 -3.995 1.824 0.0 0.1 -0.1 0.0827
C -2.617 -5.082 2.274 0.0 0.0 0.0 -0.6348
C -3.263 -5.906 1.367 0.0 0.0 0.0 -0.6580
C -3.192 -5.631 0.007 0.0 0.0 0.0 -0.9143
C -2.489 -4.524 -0.443 0.0 -0.1 0.0 0.0522
C -1.832 -3.692 0.461 0.1 0.0 0.1 0.1347
P -0.894 -2.235 -0.143 0.0 -0.3 -0.5 2.3414
C -1.989 -1.547 -1.428 -0.1 0.1 0.1 0.2928
C -1.458 -0.720 -2.416 0.0 0.0 0.0 -0.4134
C -2.294 -0.074 -3.316 0.0 0.0 0.1 -0.7333
C -3.670 -0.223 -3.224 0.0 0.0 0.0 -0.9227
C -4.211 -1.031 -2.232 0.0 0.0 0.0 -0.7799
C -3.376 -1.688 -1.341 0.0 0.0 0.1 -0.9252
C 0.495 -2.994 -1.047 -0.1 0.0 0.0 0.6781
C 1.703 -3.202 -0.383 0.0 0.0 0.0 -0.4699
C 2.738 -3.868 -1.021 0.0 -0.1 0.0 -0.5407
C 2.577 -4.332 -2.318 -0.1 0.0 0.0 -0.6992
C 1.381 -4.116 -2.988 0.0 0.0 0.0 -0.9135
C 0.344 -3.445 -2.358 0.0 0.0 0.0 -0.2760
H -2.654 -5.280 3.338 0.0 0.0 0.0 0.5293
H -3.818 -6.768 1.715 0.0 0.0 0.0 0.4229
H -3.681 -6.281 -0.706 0.0 0.0 0.0 0.4538
H -2.446 -4.315 -1.505 0.0 0.0 0.0 0.4362
H -0.385 -0.588 -2.482 0.0 0.1 0.0 0.4349
H -1.864 0.554 -4.082 0.0 0.1 -0.1 0.5067
H -4.320 0.284 -3.926 0.0 0.0 0.0 0.3984
H -5.284 -1.161 -2.160 0.0 0.0 0.0 0.4682
H -3.804 -2.321 -0.574 0.0 0.1 0.0 0.2938
H 1.838 -2.853 0.633 0.0 0.0 0.0 0.2814
H 3.675 -4.020 -0.501 0.0 0.0 0.0 0.4656
H 3.389 -4.849 -2.812 0.0 0.0 0.0 0.4418
H 1.255 -4.466 -4.005 0.0 0.0 0.0 0.4122
H -0.583 -3.275 -2.893 0.0 0.0 0.0 0.3213
F 2.332 0.593 4.009 0.0 0.0 -0.1 -0.3185
B 2.518 -0.764 3.723 0.1 0.1 0.2 0.2478
F 1.503 -1.498 4.303 0.0 0.0 0.0 -0.3155
F 3.779 -1.208 3.997 0.0 0.0 0.0 -0.2890
F 2.308 -0.895 2.231 -0.2 0.0 0.0 -0.4188
O 0.960 0.137 -0.038 0.0 0.4 0.0 0.8154
Si 2.197 0.919 -0.751 0.1 -0.1 -0.1 -0.8276
C 3.500 -0.269 -1.380 0.1 0.0 -0.1 0.3132
C 4.651 -0.527 -0.630 -0.1 0.0 0.0 -0.2665
C 5.654 -1.355 -1.116 0.0 0.0 0.0 -0.8097
C 5.525 -1.937 -2.371 0.0 0.0 0.0 -0.6324
C 4.384 -1.704 -3.126 0.0 0.0 0.0 -0.8687
C 3.382 -0.882 -2.631 0.0 0.0 0.0 0.4897
C 1.593 1.941 -2.225 0.0 -0.1 -0.1 0.7478
C 2.448 2.264 -3.285 0.0 0.0 0.0 -0.5909
C 2.046 3.109 -4.311 0.0 0.0 0.0 -0.8129
C 0.772 3.658 -4.299 0.0 0.0 0.0 -0.6602
C -0.094 3.352 -3.259 -0.1 0.0 0.0 -0.9921
C 0.314 2.500 -2.240 0.0 -0.1 0.0 0.7036
C 3.059 2.183 0.337 0.0 0.0 0.1 0.6886
C 2.708 2.411 1.663 -0.1 0.0 0.0 0.0116
C 3.398 3.322 2.454 0.0 0.0 0.0 -0.7728
C 4.449 4.044 1.913 0.0 0.0 0.0 -0.7364
C 4.807 3.849 0.583 0.0 0.0 0.0 -0.7877
C 4.122 2.926 -0.190 0.0 0.0 0.0 -0.4643
H 4.765 -0.078 0.351 0.0 0.0 0.0 0.3894
H 6.539 -1.540 -0.520 0.0 0.0 0.0 0.4328
H 6.311 -2.573 -2.757 0.0 0.0 0.0 0.3903
H 4.275 -2.161 -4.102 0.0 0.0 0.0 0.4558
H 2.496 -0.712 -3.234 0.0 0.0 0.0 0.3877
H 3.449 1.849 -3.313 0.0 0.0 0.0 0.4093
H 2.728 3.342 -5.119 0.0 0.0 0.0 0.4390
H 0.455 4.321 -5.094 0.0 0.0 0.0 0.3866
H -1.093 3.772 -3.246 0.0 0.0 0.0 0.4866
H -0.375 2.251 -1.442 0.0 -0.1 -0.2 -0.1782
H 1.907 1.842 2.117 0.0 0.0 0.1 0.0913
H 3.129 3.438 3.496 0.0 0.0 0.0 0.5201
H 5.001 4.745 2.527 0.0 0.0 0.0 0.3857
H 5.629 4.409 0.156 0.0 0.0 0.0 0.4165
H 4.424 2.777 -1.221 0.0 0.0 0.0 0.2816

Record 2
99
Properties=species:S:1:pos:R:3:forces:R:3:mulliken_charge:R:1 method="wB97M-V/def2-TZVPD" total_charge=+2 multiplicity=5 lumo_energy_ev="-4.89 / -7.31" orbital_gap_ev="7.995 / 5.572"
Co 0.063 0.072 0.307 -0.9 -0.8 -0.1 0.2298
I 0.506 0.753 2.836 0.7 -0.1 0.8 0.2275
C 2.460 0.177 3.549 -0.6 0.0 0.2 0.1783
C 2.475 0.031 4.917 -0.4 0.1 -0.5 -0.6479
C 3.674 -0.141 5.612 0.4 0.0 -0.1 -0.9737
C 4.846 -0.114 4.913 -0.3 0.0 0.2 -0.8346
C 4.855 0.002 3.507 -0.2 0.0 -0.1 0.5868
C 6.106 0.024 2.857 0.0 0.0 -0.3 -0.8767
C 6.185 0.144 1.500 0.2 -0.1 0.3 -1.2021
C 5.008 0.180 0.757 -0.3 0.1 0.2 -0.6449
C 3.750 0.133 1.334 0.1 0.1 -0.4 0.9893
P 2.471 -0.043 0.005 0.7 0.1 -0.2 2.1623
C 3.033 1.344 -1.052 -0.2 0.0 0.0 0.8719
C 3.666 1.198 -2.282 -0.2 -0.1 0.2 0.0410
C 4.156 2.314 -2.939 0.0 0.1 -0.1 -1.0049
C 3.997 3.577 -2.394 0.0 0.0 -0.1 -0.7800
C 3.358 3.727 -1.173 0.0 0.1 0.0 -0.5716
C 2.892 2.616 -0.497 -0.1 -0.2 0.0 -0.9274
C 3.067 -1.552 -0.846 -0.1 0.0 0.1 1.0345
C 2.623 -1.826 -2.140 -0.1 0.0 0.2 -1.0397
C 3.106 -2.920 -2.834 0.0 -0.1 -0.1 -0.8640
C 4.024 -3.771 -2.240 0.0 0.0 0.0 -0.8595
C 4.432 -3.535 -0.937 0.0 -0.1 0.0 -0.6601
C 3.950 -2.444 -0.238 0.0 0.2 -0.2 -0.8629
C 3.632 0.105 2.754 0.2 0.0 0.1 0.4439
H 1.553 0.082 5.475 -0.1 0.0 0.0 0.4474
H 3.658 -0.245 6.685 0.0 0.0 0.1 0.4235
H 5.793 -0.177 5.426 0.1 0.0 0.0 0.4296
H 6.999 -0.046 3.458 0.1 0.0 0.1 0.4502
H 7.136 0.174 0.994 0.1 0.0 0.0 0.4844
H 5.099 0.221 -0.318 0.0 0.0 0.0 0.3815
H 3.803 0.218 -2.713 0.1 0.0 -0.1 0.5110
H 4.680 2.191 -3.873 0.0 0.0 -0.1 0.4953
H 4.385 4.443 -2.908 0.0 0.1 -0.1 0.5105
H 3.247 4.713 -0.748 0.0 0.1 0.1 0.4711
H 2.428 2.714 0.476 0.0 0.1 0.1 0.3314
H 1.912 -1.171 -2.619 0.0 0.1 -0.1 0.4473
H 2.774 -3.095 -3.846 0.0 0.0 -0.1 0.5145
H 4.422 -4.610 -2.789 0.0 -0.1 -0.1 0.4506
H 5.142 -4.198 -0.466 0.0 -0.1 0.1 0.4884
H 4.282 -2.280 0.776 0.1 0.0 0.1 0.5949
C 0.083 6.504 -4.678 0.0 -0.2 0.0 -2.1537
C -0.006 4.995 -4.915 0.0 0.2 -0.3 1.9583
C -1.237 4.713 -5.796 0.1 0.0 0.2 -1.6221
C 1.266 4.541 -5.654 -0.1 0.0 0.2 -1.4943
C -0.127 4.208 -3.635 0.0 0.2 0.0 -0.4981
C -0.185 2.804 -3.685 -0.1 -0.8 0.5 -0.8835
C -0.243 2.105 -2.516 0.1 -0.6 -0.8 0.0030
Br -0.398 0.196 -2.502 0.1 0.3 -0.4 -0.0129
C -0.227 2.700 -1.218 0.1 -0.5 0.3 0.7076
O -0.135 1.971 -0.186 -0.2 1.1 -0.3 0.0190
C -0.320 4.139 -1.186 -0.1 0.4 0.1 -0.5661
C -0.227 4.817 -2.380 0.0 0.2 0.4 -0.0730
C -0.638 4.838 0.119 -0.1 0.2 0.2 2.1188
C 0.354 4.477 1.228 0.0 -0.1 -0.1 -1.2528
C -0.660 6.364 -0.015 0.0 -0.3 0.0 -2.2748
C -2.048 4.374 0.527 0.1 0.0 -0.1 -1.6623
H 0.203 7.011 -5.631 0.0 0.0 -0.1 0.4507
H 0.941 6.759 -4.060 0.1 0.1 0.1 0.4485
H -0.823 6.889 -4.217 -0.1 0.1 0.1 0.4472
H -1.173 5.311 -6.700 0.0 0.0 -0.1 0.4654
H -2.149 4.984 -5.269 -0.1 0.0 0.0 0.3799
H -1.300 3.668 -6.086 0.0 -0.1 -0.1 0.3497
H 1.362 5.096 -6.582 0.0 0.1 -0.1 0.4688
H 1.240 3.483 -5.897 0.0 -0.2 0.0 0.3607
H 2.145 4.736 -5.043 0.2 0.0 0.0 0.2924
H -0.194 2.282 -4.628 0.0 -0.1 -0.1 0.6128
H -0.243 5.891 -2.344 0.0 0.1 0.0 0.7871
H 1.359 4.795 0.962 0.2 0.0 0.0 0.2038
H 0.348 3.408 1.419 0.1 0.1 0.1 -0.3191
H 0.070 4.985 2.144 0.0 0.1 0.1 0.6739
H 0.302 6.756 -0.336 0.1 0.1 -0.1 0.4480
H -0.878 6.792 0.960 0.0 0.0 0.1 0.4653
H -1.437 6.696 -0.698 -0.1 0.1 -0.1 0.4430
H -2.065 3.308 0.743 -0.1 -0.1 0.0 0.2612
H -2.762 4.583 -0.268 -0.1 0.0 0.0 0.3451
H -2.361 4.914 1.415 0.0 0.1 0.1 0.4876
C -5.350 -0.695 0.167 -0.4 0.6 0.1 -0.8332
N -4.319 -1.681 0.003 1.1 -0.2 0.1 0.1941
C -4.507 -2.995 -0.310 0.5 -0.9 -0.2 -0.7053
C -3.296 -3.590 -0.349 -0.9 -0.3 -0.2 -0.3936
N -2.334 -2.632 -0.063 -0.8 0.6 -0.2 0.3583
C -2.996 -1.452 0.163 0.1 0.3 0.1 -0.0438
S -2.413 0.067 0.566 0.4 0.7 0.1 -0.3338
C -0.976 -2.938 0.095 0.9 -0.3 0.2 0.8124
C -0.504 -4.183 -0.339 -0.2 0.3 0.0 -0.7866
C 0.721 -4.633 0.107 0.1 0.3 0.3 -0.8939
C 1.450 -3.830 0.976 -0.2 -0.2 0.0 -0.8234
C 0.980 -2.560 1.224 0.1 -0.4 0.2 -0.2774
N -0.183 -2.085 0.760 -0.1 -0.1 -0.1 -0.0882
H -6.313 -1.196 0.130 0.0 0.0 0.0 0.3228
H -5.295 0.050 -0.626 0.0 0.0 0.0 0.3271
H -5.242 -0.186 1.125 0.0 -0.1 0.0 0.3503
H -5.479 -3.415 -0.476 -0.1 -0.1 0.0 0.4506
H -3.068 -4.619 -0.509 0.1 -0.2 0.0 0.4637
H -1.090 -4.798 -1.000 -0.1 -0.1 0.0 0.3851
H 1.078 -5.611 -0.174 0.0 -0.1 -0.1 0.5037
H 2.366 -4.168 1.429 0.1 0.0 0.0 0.5614
H 1.546 -1.893 1.865 0.0 0.1 -0.1 0.6178